(1)
C5H4N2 | ωB97M-V/def2-TZVPD

Last column: natural (NBO) charge in e.
Atoms and positions in Å:
C  1.80400  -1.34492  -0.53072  -0.491
C  1.02075  -0.39616  -0.12838  0.254
C  -0.01866  0.34187  0.17829  -0.289
C  -1.05090  -0.00453  1.14754  0.045
N  -2.09450  0.72681  0.96741  -0.247
N  -1.83625  1.64602  -0.08845  -0.242
C  -0.65814  1.42114  -0.55850  0.039
H  2.87553  -1.41118  -0.35712  0.251
H  -1.01366  -0.84086  1.83776  0.211
H  1.20981  -2.09623  -1.06641  0.256
H  -0.23797  1.95803  -1.40142  0.212

As for the gap between HOMO and LUMO: 9.32 eV. Its HOMO energy is -0.365 Eh. The LUMO energy comes out at -0.022 Eh. The value obtained for the energy above the lowest of the compared OMol25 structures with the same formula, charge and spin is 2.901 eV.

***

(2)
C5H4N2O | ωB97M-V/def2-TZVPD

Last column: natural (NBO) charge in e.
Atoms and positions in Å:
C  -2.13389  0.70932  -0.06876  0.233
C  -1.55002  -0.55611  0.44095  -0.178
C  0.61703  -0.69551  -0.51486  0.219
C  1.08997  0.40414  -0.01058  -0.448
C  2.48527  0.65731  -0.03615  0.253
H  -2.20000  -1.43618  0.54079  0.247
H  -0.96384  -0.30440  1.42907  0.241
H  1.26685  -1.49424  -0.84630  0.215
H  0.53019  1.39985  0.27661  0.272
N  -2.10203  1.81392  -0.51836  -0.276
N  3.65990  0.53891  -0.10804  -0.301
O  -0.69943  -1.03700  -0.58438  -0.475

As for the gap between HOMO and LUMO: 10.49 eV. Its HOMO energy is -0.375 Eh. The LUMO energy comes out at 0.011 Eh. The value obtained for the energy above the lowest of the compared OMol25 structures with the same formula, charge and spin is 2.237 eV.

***

(3)
C5H4N2O | ωB97M-V/def2-TZVPD

Last column: natural (NBO) charge in e.
Atoms and positions in Å:
C  0.01648  -0.12547  0.70986  -0.295
C  1.73179  -0.77098  -1.18903  0.527
C  -0.38647  0.02077  -0.69151  0.185
C  -1.65274  0.66933  -1.08766  0.239
C  -0.75641  0.35963  1.68136  -0.296
N  0.48330  -0.43708  -1.53087  -0.397
N  -2.63207  1.29324  -1.14387  -0.239
O  2.27583  -1.61916  -0.53205  -0.530
H  0.92197  -0.64883  0.92334  0.255
H  2.20322  0.10396  -1.63788  0.119
H  -1.82258  0.73983  1.77404  0.229
H  -0.38231  0.41474  2.72426  0.204

As for the gap between HOMO and LUMO: 9.39 eV. Its HOMO energy is -0.386 Eh. The LUMO energy comes out at -0.041 Eh. The value obtained for the energy above the lowest of the compared OMol25 structures with the same formula, charge and spin is 2.328 eV.

***

(4)
C5H4N2O | ωB97M-V/def2-TZVPD

Last column: natural (NBO) charge in e.
Atoms and positions in Å:
C  0.99022  0.98998  0.81712  0.660
C  1.87858  0.04990  -0.06636  -0.387
C  -0.38054  -0.17372  -0.53419  0.309
C  -1.71414  -0.71150  -0.98467  -0.043
C  -2.85485  -1.20680  -0.82067  -0.210
H  2.93874  0.51163  -0.41806  0.267
H  2.13429  -0.66700  0.73679  0.245
H  -1.00047  0.68808  1.56105  0.456
H  -3.83141  -1.29624  -1.51108  0.276
N  0.82362  -0.65640  -1.01246  -0.365
N  -0.40546  0.82277  0.41793  -0.638
O  1.42141  1.64931  1.81459  -0.569

As for the gap between HOMO and LUMO: 9.17 eV. Its HOMO energy is -0.362 Eh. The LUMO energy comes out at -0.025 Eh. The value obtained for the energy above the lowest of the compared OMol25 structures with the same formula, charge and spin is 4.605 eV.

***

(5)
C5H4N2O | ωB97M-V/def2-TZVPD

Last column: natural (NBO) charge in e.
Atoms and positions in Å:
C  -1.88848  -0.29037  0.18794  0.117
C  -1.28582  0.91430  -0.07881  -0.331
C  0.10142  0.54549  -0.23196  0.034
C  1.28655  1.02598  0.07900  -0.134
C  1.49915  -1.18925  0.00092  0.145
H  -3.07501  -0.45679  0.28990  0.235
H  -1.87936  1.85411  0.01166  0.254
H  1.96814  1.96275  -0.09702  0.240
H  1.94041  -2.06019  -0.11456  0.201
N  2.17381  -0.14547  0.12674  -0.424
N  0.22292  -0.86796  -0.10841  -0.052
O  -1.06373  -1.29261  -0.06540  -0.285

As for the gap between HOMO and LUMO: 9.23 eV. Its HOMO energy is -0.306 Eh. The LUMO energy comes out at 0.033 Eh. The value obtained for the energy above the lowest of the compared OMol25 structures with the same formula, charge and spin is 4.221 eV.

***

(6)
C5H4N2O | ωB97M-V/def2-TZVPD

Last column: natural (NBO) charge in e.
Atoms and positions in Å:
C  1.34669  0.00729  -0.19187  0.467
C  0.55257  1.28405  0.19841  -0.320
C  -0.72634  1.51199  0.13107  0.011
C  -1.85728  -0.65749  -0.08770  0.273
C  0.52192  -1.34397  0.05533  0.096
H  1.38105  2.09086  0.27135  0.248
H  -1.01710  2.60323  0.14518  0.222
H  -2.59784  -1.22799  -0.49872  0.188
H  1.06881  -2.25954  0.48999  0.219
N  -1.86857  0.63544  -0.20297  -0.433
N  -0.79780  -1.41533  0.22617  -0.458
O  2.60054  -0.06981  -0.15021  -0.513

As for the gap between HOMO and LUMO: 8.50 eV. Its HOMO energy is -0.350 Eh. The LUMO energy comes out at -0.038 Eh. The value obtained for the energy above the lowest of the compared OMol25 structures with the same formula, charge and spin is 2.919 eV.

***

(7)
C5H4N2S | ωB97M-V/def2-TZVPD

Last column: natural (NBO) charge in e.
Atoms and positions in Å:
C  1.93946  0.56523  0.00027  -0.268
C  0.54400  0.14881  0.00177  -0.241
C  0.11584  -1.18440  -0.00227  0.131
C  -2.03720  -0.52479  0.00583  0.269
C  -0.47283  1.10599  -0.00412  0.112
H  2.08215  1.64515  0.00286  0.202
H  0.84287  -2.00466  -0.00137  0.218
H  -3.07628  -0.79731  -0.00395  0.185
H  -0.24430  2.17333  0.00227  0.200
N  -1.16540  -1.52292  -0.00143  -0.440
N  -1.77183  0.79218  -0.00029  -0.438
S  3.24352  -0.39661  0.00043  0.071

As for the gap between HOMO and LUMO: 7.92 eV. Its HOMO energy is -0.337 Eh. The LUMO energy comes out at -0.046 Eh. The value obtained for the energy above the lowest of the compared OMol25 structures with the same formula, charge and spin is 0.291 eV.

***

(8)
C5H4N2S | ωB97M-V/def2-TZVPD

Last column: natural (NBO) charge in e.
Atoms and positions in Å:
C  1.22011  -1.04703  -0.16176  -0.288
C  2.53741  -0.64123  -0.17528  -0.351
C  0.37533  0.16218  -0.15327  -0.002
C  1.17273  1.25939  0.17895  -0.117
C  -1.51276  1.66977  -0.03351  0.134
N  -1.02040  0.35368  0.03452  -0.589
N  -0.72389  2.69359  -0.01161  -0.310
S  2.85804  1.05263  -0.01033  0.438
H  1.04132  -2.05017  0.15194  0.236
H  3.37035  -1.17558  -0.26094  0.210
H  -1.51900  -0.76567  0.24769  0.429
H  -2.42452  1.54048  0.49940  0.211

As for the gap between HOMO and LUMO (alpha / beta): 7.36 / 7.35 eV. Its HOMO energy (alpha / beta) is -0.309 / -0.309 Eh. The LUMO energy (alpha / beta) comes out at -0.039 / -0.039 Eh. The value obtained for the energy above the lowest of the compared OMol25 structures with the same formula, charge and spin is 6.244 eV.

***

Which of these has the highest energy above the lowest of the compared OMol25 structures with the same formula, charge and spin? number 8